1.
ORCA calculation (wB97M-V/def2-TZVPD) on 10 unconnected molecules or ions with the total composition C10H40N14O10.

Calculated values
- HOMO energy (alpha / beta) (eV) = -0.17 / -7.00
- frontier orbital gap (alpha / beta) (eV) = 2.52 / 9.27
- 2S+1 = 2
- energy above the lowest of the compared OMol25 structures with the same formula, charge and spin (kcal per mole) = 0.0
- net charge = -1
- maximum force (eV/Å) = 9.2

CARTESIAN COORDINATES (ANGSTROEM)
N (1.148, -1.669, 3.569)
H (3.547, -3.034, 0.253)
N (4.293, -1.506, 2.156)
N (-1.076, 4.126, -3.534)
H (-2.881, 0.243, -0.886)
N (3.616, 0.184, 2.968)
H (2.238, 0.857, -3.876)
H (-2.404, -0.912, -2.160)
H (3.300, 3.673, -1.344)
H (2.069, -2.744, 1.076)
C (2.757, 3.001, -0.679)
H (1.648, 0.924, 1.044)
H (1.710, 2.920, -0.971)
O (-3.117, 1.569, 0.177)
H (-0.911, 4.816, -4.253)
H (3.799, 1.425, -0.077)
H (-5.718, -1.427, -0.133)
H (-1.563, 3.280, -3.790)
N (0.088, 1.307, -4.171)
H (1.498, -0.809, 3.174)
N (2.550, -2.883, 0.199)
C (-4.257, 2.332, -0.161)
N (-2.230, -3.677, 0.484)
H (-3.204, -1.778, 1.019)
H (2.926, 3.518, 0.265)
N (1.218, -3.028, 5.236)
H (3.464, 1.183, 2.948)
H (-2.693, 2.162, 0.801)
H (-1.654, -4.394, 0.067)
H (0.280, -3.294, 4.973)
C (4.167, -0.273, 1.916)
H (0.893, 1.864, -4.418)
N (0.877, -1.993, -0.851)
H (4.622, -2.126, 1.429)
N (-4.849, -0.988, -0.400)
H (-1.001, 0.140, 0.380)
H (1.622, -3.610, 5.956)
C (-4.227, -1.156, -1.489)
N (-2.338, -1.839, 1.537)
O (0.905, 0.356, 1.262)
H (-2.008, -1.199, 2.244)
C (-1.651, -2.924, 1.372)
H (0.367, -1.636, -1.646)
H (-4.478, -0.238, 0.167)
O (3.151, 1.624, -0.756)
N (1.742, -0.012, -3.744)
N (-3.027, -0.595, -1.431)
H (-1.400, 3.982, -0.472)
C (-0.062, 0.690, 0.316)
H (3.671, -1.935, 2.826)
O (-0.295, -0.606, -3.148)
H (-5.100, 1.685, -0.403)
C (1.805, -2.151, 4.595)
C (0.457, 0.168, -3.632)
C (1.991, -2.614, -0.952)
H (0.436, -2.145, 3.033)
N (-1.404, 3.687, -1.438)
H (-4.713, 2.950, 0.612)
O (-0.497, -3.002, 1.781)
C (-1.150, 4.587, -2.333)
H (-3.234, -3.772, 0.414)
O (2.972, -1.807, 4.819)
H (-4.041, 3.176, -0.816)
H (0.506, 0.610, -0.612)
H (-0.235, 1.763, 0.391)
O (-4.558, -1.894, -2.345)
O (2.583, -2.768, -2.041)
O (4.620, 0.344, 0.949)
O (-1.116, 5.803, -2.128)
H (2.043, -0.921, -3.424)
H (-1.654, 2.762, -1.758)
H (-0.845, 1.638, -3.973)
H (3.533, -0.343, 3.825)
H (0.482, -1.646, 0.011)

***

2.
ORCA calculation (wB97M-V/def2-TZVPD) on 10 unconnected molecules or ions with the total composition C10H40N20O10.

Calculated values
- HOMO energy (eV) = -9.64
- frontier orbital gap (eV) = 9.71
- SMILES = NC(N)=O.NC(N)=O.NC(N)=O.NC(N)=O.NC(N)=O.NC(N)=O.NC(N)=O.NC(N)=O.NC(N)=O.NC(N)=O
- energy above the lowest of the compared OMol25 structures with the same formula, charge and spin (kcal per mole) = 232.2
- maximum force (eV/Å) = 6.9

CARTESIAN COORDINATES (ANGSTROEM)
C (-3.975, -7.649, 1.960)
O (-11.518, -8.672, 0.570)
H (-7.001, 0.713, 6.472)
O (-13.034, -5.370, 7.491)
N (-8.556, -0.932, 6.344)
H (-2.732, 3.855, 0.406)
H (-4.902, -5.826, 1.452)
H (-9.290, 3.046, 1.858)
H (-11.769, -9.263, 3.476)
H (-10.952, -7.217, 3.198)
H (-11.834, 4.218, 0.295)
N (-4.106, -6.434, 1.325)
C (-15.781, 0.545, 6.919)
H (2.451, 3.546, 8.454)
H (-17.318, 1.260, 5.765)
N (-2.485, 4.342, 1.255)
N (-4.857, -7.648, 2.884)
O (-6.975, -2.276, 5.377)
H (-10.116, -7.205, 1.712)
C (-7.553, 6.698, 8.259)
N (-14.758, -6.554, 6.541)
O (-11.682, 4.919, 2.523)
H (-15.339, -7.380, 6.523)
H (-2.151, -4.147, 6.218)
C (-10.876, 4.228, 1.910)
H (-5.854, 6.467, 8.804)
H (-9.387, 7.195, 8.084)
N (-3.161, 4.562, 3.276)
C (-11.449, -8.492, 1.737)
N (2.480, 4.386, 7.894)
C (-7.387, -1.165, 5.757)
O (-15.357, 0.436, 8.044)
N (-6.675, -0.095, 5.961)
N (-9.705, 3.844, 2.317)
N (-8.518, 7.552, 8.454)
H (-10.217, 3.600, 0.272)
H (-17.219, 1.806, 7.381)
O (-7.466, 5.764, 7.487)
H (-15.777, 0.528, 5.167)
N (-1.271, -4.071, 6.708)
C (-2.963, 3.712, 2.264)
H (-13.310, -7.210, 9.133)
H (-1.006, -4.914, 7.198)
H (-14.740, -7.863, 8.380)
H (-8.609, -0.039, 6.814)
O (1.094, 5.303, 6.319)
H (-3.992, 4.432, 3.835)
H (0.914, 2.864, 8.408)
H (-14.468, -0.632, 5.791)
C (1.347, 4.455, 7.208)
N (-6.577, 7.156, 8.951)
O (0.307, -2.760, 7.598)
H (-8.499, 8.168, 9.254)
H (-2.120, -2.095, 5.604)
H (-3.365, -6.226, 0.671)
O (-3.432, 2.575, 2.242)
H (-9.522, 4.076, 3.283)
H (-0.857, -1.022, 6.210)
C (-0.738, -2.905, 6.935)
N (-12.058, -9.277, 2.508)
H (-9.245, -1.663, 6.443)
H (-12.659, -9.920, 2.012)
H (-2.613, 5.411, 3.270)
N (0.577, 3.467, 7.671)
N (-13.982, -7.195, 8.379)
N (-10.627, -7.742, 2.398)
O (-3.104, -8.495, 1.697)
N (-11.090, 3.722, 0.764)
N (-1.265, -1.941, 6.120)
N (-16.835, 1.223, 6.651)
H (-1.804, 5.081, 1.355)
C (-13.887, -6.273, 7.496)
H (-0.355, 3.489, 7.282)
N (-15.297, -0.057, 5.836)
H (-4.999, -8.409, 3.532)
H (-14.749, -5.927, 5.749)
H (-5.461, -6.845, 2.776)
H (-5.975, -0.009, 5.239)
H (3.302, 4.965, 7.800)
H (-6.541, 7.965, 9.555)

***

3.
ORCA calculation (wB97M-V/def2-TZVPD) on 10 unconnected molecules or ions with the total composition C10H40O10.

Calculated values
- HOMO energy (eV) = -9.35
- frontier orbital gap (eV) = 9.54
- SMILES = CO.CO.CO.CO.CO.CO.CO.CO.CO.CO
- energy above the lowest of the compared OMol25 structures with the same formula, charge and spin (kcal per mole) = 94.4
- maximum force (eV/Å) = 2.8

CARTESIAN COORDINATES (ANGSTROEM)
H (2.336, 0.347, -4.634)
H (-3.145, -3.069, 0.828)
O (-2.979, -4.026, 0.813)
H (6.327, 2.101, 1.999)
O (1.508, -0.585, -2.973)
C (-2.176, -4.461, -0.236)
H (1.688, 3.426, 2.252)
H (-2.433, -5.485, -0.473)
H (-0.916, -2.576, -2.484)
H (0.326, 2.283, -2.387)
H (2.930, 1.221, 1.081)
C (2.562, 0.111, -3.580)
H (-2.128, -2.538, -3.858)
H (4.144, 1.885, 3.751)
H (0.249, -0.129, -0.283)
H (2.732, 1.026, -3.099)
H (5.090, 0.575, 3.137)
H (-5.174, -1.999, 2.291)
C (3.622, -1.536, 0.071)
H (-0.086, -1.667, 0.118)
O (-1.580, 1.799, -1.667)
C (2.325, 3.125, 1.364)
H (0.686, -0.415, -3.415)
C (-1.738, -2.015, -2.998)
O (2.119, 1.773, 1.051)
H (-1.170, -4.444, 0.166)
H (-3.886, -0.634, 0.405)
H (0.169, 2.398, -0.652)
H (2.968, -1.078, -0.624)
H (2.174, 3.798, 0.516)
O (-3.894, -1.502, 0.791)
H (-3.546, 3.501, 1.491)
C (-3.707, 2.401, 1.650)
H (-1.221, -0.424, 0.854)
H (-2.334, -3.781, -1.079)
H (3.375, 3.232, 1.780)
C (-0.407, 2.580, -1.585)
H (-2.597, -1.945, -2.279)
O (-3.799, 1.662, 0.437)
H (0.978, 0.434, 1.453)
O (5.417, 2.397, 2.222)
H (-4.486, 2.117, -0.083)
H (4.600, -1.737, -0.312)
H (2.892, -0.631, 1.646)
H (5.824, 1.820, 4.204)
H (3.463, -0.508, -3.548)
H (-2.871, 1.986, 2.256)
H (-2.059, 1.826, -0.816)
H (3.233, -2.495, 0.427)
H (-5.884, -0.877, 1.058)
H (-1.506, -0.019, -2.932)
H (-0.679, 3.610, -1.652)
C (-0.198, -0.704, 0.565)
C (5.113, 1.634, 3.357)
C (-5.236, -1.719, 1.243)
O (-1.277, -0.745, -3.494)
H (-4.591, 2.401, 2.253)
O (3.762, -0.695, 1.219)
H (-5.653, -2.538, 0.753)
O (0.743, -0.493, 1.640)

***

4.
ORCA calculation (wB97M-V/def2-TZVPD) on 10 unconnected molecules or ions with the total composition C10H40O10.

Calculated values
- HOMO energy (eV) = -10.02
- frontier orbital gap (eV) = 10.06
- SMILES = CCO.CCO.CCO.CCO.CCO.O.O.O.O.O
- energy above the lowest of the compared OMol25 structures with the same formula, charge and spin (kcal per mole) = 6.4
- maximum force (eV/Å) = 1.0

CARTESIAN COORDINATES (ANGSTROEM)
O (3.915, -1.831, 3.718)
H (2.391, 1.797, 2.362)
H (-4.597, -0.540, -4.033)
H (-4.944, 0.727, -0.759)
O (4.225, -1.096, 1.026)
H (-3.209, 0.432, -0.358)
H (2.344, 2.483, -0.051)
C (-4.069, 0.104, -0.937)
H (1.102, 2.824, -2.274)
H (-0.687, -0.081, 3.026)
H (3.235, 3.472, 3.799)
O (-6.006, -1.712, 3.500)
H (-1.076, -0.555, 0.087)
O (1.426, 1.925, -2.384)
O (-0.767, -1.023, 2.849)
C (1.035, -0.525, -0.234)
C (2.269, 3.216, 0.758)
H (-0.579, -1.623, -1.284)
H (1.098, 0.471, 0.222)
C (2.886, 2.719, 2.028)
O (0.775, -4.183, -0.684)
H (-2.886, -0.575, -2.592)
C (-0.386, -0.697, -0.748)
H (-3.227, -1.482, 3.081)
O (-4.865, -0.335, -3.134)
H (3.205, 0.787, -1.598)
H (4.387, -1.472, 0.153)
H (-4.307, -0.920, -0.650)
O (4.135, 0.895, -1.359)
C (-3.734, 0.108, -2.415)
H (0.443, 1.877, -4.209)
H (-5.154, 0.086, 2.836)
H (-0.597, 0.140, -1.424)
C (1.657, 0.116, -3.904)
O (1.330, -1.486, 0.774)
H (-3.965, -2.563, 1.880)
H (2.748, 4.132, 0.416)
H (-0.053, -1.220, 2.226)
H (4.295, 1.833, -1.498)
C (-5.275, -0.965, 2.544)
C (1.416, 1.599, -3.797)
H (-3.355, 1.092, -2.734)
H (1.722, -0.232, -4.933)
H (2.202, 2.188, -4.276)
H (-5.867, -0.959, 1.625)
H (4.212, -1.799, 2.800)
H (-0.146, -4.105, -0.417)
H (2.624, -0.129, -3.457)
H (3.451, -2.667, 3.809)
C (-3.919, -1.536, 2.242)
H (-3.447, -0.929, 1.470)
H (3.937, 2.453, 1.841)
O (2.760, 3.740, 3.008)
H (0.867, -0.418, -3.380)
H (1.092, -3.274, -0.657)
H (-5.780, -1.398, 4.379)
H (2.284, -1.482, 0.935)
H (1.187, 3.343, 0.868)
H (1.794, -0.581, -1.020)
H (4.448, -0.163, 0.935)

***

What is the formula in the third record? C10H40O10